(1)
Density functional theory data (ωB97M-V with the def2-TZVPD basis set) for C44H48Co2O7PSi as an isolated structure at a distorted geometry.

The geometry in XYZ format:
```
103
Properties=species:S:1:pos:R:3:mulliken_charge:R:1
C -5.05738 -2.22614 5.52513 -1.319
C -3.61921 -2.67077 5.26238 -0.257
C -2.59364 -1.54104 5.33145 -0.721
C -1.15232 -1.99124 5.20914 -0.027
O -0.81648 -1.90411 3.79044 -0.120
C 0.37801 -2.14721 3.42185 -0.070
C 0.76749 -1.95926 1.93270 -0.844
O 1.20751 -2.60301 4.27823 -0.289
Si 2.70589 -2.22702 5.25578 1.025
C 4.02048 -2.35221 3.97033 -1.097
C 2.36153 -0.62111 6.11252 -0.956
C 3.11721 -3.50170 6.64682 1.601
C 3.28418 -4.90303 6.04159 -1.873
C 2.01749 -3.54292 7.71977 -1.723
C 4.44540 -3.06245 7.29667 -1.800
H -5.72563 -3.08762 5.44724 0.380
H -5.17807 -1.80316 6.52783 0.325
H -5.38854 -1.48023 4.79614 0.326
H -3.33455 -3.43509 5.99616 0.300
H -3.55390 -3.13555 4.27203 0.283
H -2.82508 -0.75789 4.59231 0.179
H -2.68003 -1.07088 6.32261 0.395
H -0.47170 -1.31240 5.73218 0.014
H -0.97122 -3.03532 5.47393 0.294
H 1.72317 -2.53029 1.93491 0.330
H -0.01596 -2.54000 1.38818 0.354
H 5.01879 -2.24710 4.42161 0.438
H 3.97421 -3.32346 3.45561 0.316
H 3.90188 -1.55681 3.22388 0.223
H 3.32062 -0.10839 6.28675 0.440
H 1.73850 0.05156 5.51147 0.028
H 1.87542 -0.75699 7.08849 0.335
H 4.07507 -4.93490 5.28190 0.362
H 3.55877 -5.60990 6.83998 0.490
H 2.34876 -5.25828 5.58847 0.331
H 1.89618 -2.58060 8.23311 0.342
H 1.04940 -3.83793 7.29239 0.260
H 2.28622 -4.29151 8.48169 0.494
H 4.38083 -2.06150 7.74370 0.353
H 4.71736 -3.76181 8.10166 0.445
H 5.27444 -3.05412 6.57730 0.355
O 2.44582 3.15550 0.11618 -0.492
C 1.80013 2.32615 -0.38351 0.125
Co 0.71463 1.19761 -1.20886 0.496
C -0.79904 1.75443 -0.59581 0.150
O -1.80597 2.25927 -0.24246 -0.519
C 0.73560 2.28245 -2.79674 0.903
O 0.99939 3.39132 -3.10581 -0.572
C 1.04586 -0.41069 -1.98595 -0.564
C 0.69858 -0.57443 -0.65815 0.302
C 1.28531 -1.07107 0.54482 -2.677
C 0.84487 -0.42441 1.80260 3.599
C 1.86949 0.33317 2.50700 -0.531
C 1.49160 1.32019 3.38251 -1.462
C 0.15183 1.60887 3.64173 -0.795
C -0.84680 1.02649 2.86121 -0.583
C -0.53353 0.11850 1.89020 -1.154
Co 0.12420 0.62480 -3.45945 0.273
C -1.51733 0.20673 -3.01821 0.224
O -2.63131 -0.08052 -2.79653 -0.516
C 0.95638 -0.34897 -4.63625 0.327
O 1.45929 -1.01930 -5.45350 -0.559
P -0.78261 1.77475 -5.41146 1.235
C -2.21487 2.87540 -5.10373 -0.258
C -2.98263 3.38124 -6.16770 -0.256
C -4.07755 4.21236 -5.91418 -0.720
C -4.41669 4.54155 -4.59656 -0.435
C -3.65459 4.04389 -3.53680 -0.666
C -2.55261 3.22076 -3.78589 -0.169
C 0.40624 2.86513 -6.28612 0.563
C 0.19468 4.24402 -6.44768 -0.379
C 1.12472 5.02186 -7.14642 -0.634
C 2.29164 4.44315 -7.65412 -0.510
C 2.52445 3.07672 -7.46934 -0.662
C 1.58466 2.28990 -6.79745 -0.582
C -1.46668 0.76207 -6.78827 0.327
C -1.00973 0.82860 -8.11511 -0.009
C -1.62078 0.06080 -9.11273 -0.695
C -2.70076 -0.76864 -8.80230 -0.472
C -3.16233 -0.83861 -7.48328 -0.725
C -2.54675 -0.08387 -6.48199 -0.380
H 1.93307 -0.93360 -2.35442 0.416
H 2.32941 -1.51012 0.41777 0.273
H 2.90682 0.12592 2.25334 0.783
H 2.26099 1.84890 3.93153 0.407
H -0.12694 2.32551 4.42344 0.279
H -1.89185 1.28035 3.02262 0.640
H -1.28005 -0.34760 1.23933 0.466
H -2.72755 3.11756 -7.19605 0.457
H -4.66339 4.60128 -6.74878 0.378
H -5.27370 5.18777 -4.39746 0.366
H -3.90970 4.29099 -2.50515 0.464
H -1.94834 2.84699 -2.95400 0.006
H -0.70086 4.70795 -6.03486 0.350
H 0.93245 6.08633 -7.28934 0.380
H 3.01946 5.05461 -8.19107 0.351
H 3.43580 2.61403 -7.85161 0.392
H 1.76125 1.21715 -6.68518 0.368
H -0.18496 1.48776 -8.38244 0.317
H -1.25078 0.12209 -10.13777 0.394
H -3.18350 -1.35829 -9.58412 0.353
H -4.00756 -1.48027 -7.23061 0.399
H -2.91792 -0.13901 -5.45540 0.292
```

Its energy is -153152.5980 eV. For the energy above the lowest of the compared OMol25 structures with the same formula, charge and spin, the calculation gives 520.0 kJ/mol. Its total charge is -1. The calculation puts the LUMO energy at 1.922 eV. The calculation puts the HOMO-LUMO gap at 3.77 eV.

***

(2)
Density functional theory data (ωB97M-V with the def2-TZVPD basis set) for C44H49BrN5O2S5SiZr as an isolated structure.

The geometry in XYZ format:
```
108
Properties=species:S:1:pos:R:3:mulliken_charge:R:1
Zr 0.14855 -0.32433 -0.07577 -0.678
O 4.65411 -5.14566 -0.67721 -0.571
C 3.69488 -4.21013 -0.60137 0.487
C 2.48629 -4.28683 -1.28928 -0.795
C 1.56716 -3.27956 -1.11761 -1.413
N 1.78317 -2.21641 -0.32620 1.925
C 2.96409 -2.15837 0.27619 -0.582
Br 3.25230 -0.57070 1.23755 0.208
C 3.95336 -3.10880 0.20727 -0.901
H 4.39629 -5.85008 -1.28804 0.338
H 2.25867 -5.12215 -1.93820 0.456
H 0.61294 -3.30519 -1.62192 0.513
H 4.89264 -3.00376 0.72795 0.603
N 0.23179 -1.10022 2.21951 1.099
C 0.75189 -0.78974 3.55256 0.171
C 0.50270 -1.70194 4.56698 -0.546
C 0.95978 -1.45069 5.85285 -0.680
C 1.66167 -0.28527 6.12412 -0.647
C 1.90266 0.62678 5.10521 -0.985
C 1.44945 0.37629 3.81797 -0.068
H 0.39102 -2.09925 2.05603 -0.287
H -0.78695 -1.02134 2.27326 -0.763
H -0.05523 -2.60708 4.34940 0.438
H 0.76520 -2.16692 6.63972 0.436
H 2.01712 -0.08623 7.12579 0.423
H 2.44530 1.53983 5.31032 0.490
H 1.62781 1.09854 3.03220 0.387
C 3.44252 -0.49395 -2.39008 -1.447
Si 1.82792 0.46469 -2.21165 0.928
C 0.91107 0.07324 -3.87139 2.523
C 0.42068 -1.37758 -3.77744 -2.294
C 1.84835 0.13296 -5.08737 -1.906
C -0.29847 0.96487 -4.17007 -1.782
C 2.38969 2.30049 -2.02965 2.829
C 3.02394 2.47478 -0.63958 -2.090
C 3.47870 2.69769 -3.03580 -1.833
C 1.21852 3.28509 -2.19952 -2.147
H 3.98332 -0.10109 -3.25068 0.571
H 3.28060 -1.55923 -2.56711 0.278
H 4.09997 -0.39067 -1.52533 0.417
H 1.25246 -2.07848 -3.66615 0.293
H -0.11310 -1.65374 -4.69445 0.720
H -0.27365 -1.54340 -2.95044 0.044
H 2.67748 -0.57018 -5.01209 0.358
H 2.26334 1.12414 -5.25387 0.272
H 1.28175 -0.12935 -5.98838 0.522
H -1.00785 1.01411 -3.34086 0.102
H -0.83175 0.56666 -5.04119 0.501
H -0.00245 1.98255 -4.41894 0.372
H 3.93452 1.88031 -0.54081 0.355
H 2.36964 2.18996 0.18767 0.291
H 3.29853 3.52475 -0.48217 0.459
H 4.40257 2.13693 -2.88915 0.337
H 3.72009 3.75950 -2.90793 0.524
H 3.16596 2.56540 -4.06790 0.280
H 0.27003 2.93144 -1.78872 0.481
H 1.03113 3.48674 -3.25283 0.370
H 1.45869 4.24740 -1.73066 0.462
S -1.49132 5.46600 3.74399 -0.130
C -1.06343 3.97277 2.87850 0.029
C -0.32342 3.98586 1.70209 -1.190
C -0.05721 2.79244 1.06855 -0.606
N -0.43516 1.59699 1.54844 1.274
C -1.12211 1.59260 2.69140 -0.605
C -1.46785 2.74370 3.37524 -1.457
C -2.24226 6.35037 2.39096 0.180
C -3.58384 6.16975 2.09384 -0.143
C -4.12098 6.87644 1.02761 -0.434
N -3.42247 7.72392 0.27374 -0.555
C -2.13947 7.89824 0.58257 -0.459
C -1.50562 7.24474 1.62960 -0.007
H 0.01196 4.91279 1.25898 0.520
H 0.46326 2.80263 0.12478 0.157
H -1.45218 0.63492 3.06931 0.543
H -2.05760 2.67751 4.27884 0.546
H -4.19385 5.49052 2.67355 0.420
H -5.16535 6.75289 0.76723 0.369
H -1.58639 8.59799 -0.03275 0.365
H -0.46511 7.44171 1.85097 0.475
S -3.58115 2.33292 -0.30851 -0.268
C -2.29097 1.50510 -0.68524 0.481
N -1.29729 0.89966 -0.94897 -0.240
O -0.94266 -1.90530 -0.33582 2.314
C -1.87247 -2.92902 -0.02968 3.251
C -2.60475 -2.53017 1.23913 -0.955
C -2.95335 -3.26837 2.32885 -0.183
C -3.73849 -2.53200 3.26951 -1.082
C -3.97669 -1.25991 2.86155 -0.524
S -3.28853 -0.95286 1.32303 -0.037
C -2.89127 -3.00204 -1.16260 -0.732
C -3.04765 -2.09983 -2.17001 -0.549
C -4.19727 -2.36113 -2.97289 -0.960
C -4.89488 -3.44090 -2.53629 -0.720
S -4.16915 -4.14987 -1.15968 -0.032
C -1.09688 -4.20968 0.14436 -0.679
C -0.99340 -5.24998 -0.73083 -0.307
C -0.07290 -6.24816 -0.30326 -1.229
C 0.52469 -5.93180 0.87809 -0.600
S -0.05162 -4.44628 1.49185 0.085
H -2.68596 -4.30527 2.46063 0.721
H -4.10776 -2.94228 4.19785 0.473
H -4.54365 -0.49200 3.36279 0.571
H -2.38966 -1.26043 -2.32064 0.370
H -4.48780 -1.76490 -3.82494 0.458
H -5.79264 -3.86939 -2.95125 0.492
H -1.55256 -5.30244 -1.65337 0.636
H 0.12216 -7.15983 -0.84849 0.510
H 1.24201 -6.50538 1.44263 0.600
```

Its energy is -191343.7935 eV. For the energy above the lowest of the compared OMol25 structures with the same formula, charge and spin, the calculation gives 65.5 kJ/mol. Its total charge is +1. The calculation puts the LUMO energy at -2.551 eV. The calculation puts the HOMO-LUMO gap at 7.56 eV.